63
Properties=species:S:1:pos:R:3:lowdin_charge:R:1 method="wB97M-V/def2-TZVPD" lumo_ev="2.67 / 2.67" charge=-1 spin_multiplicity=5 molar_mass_da=504.26 total_energy_ev=-92811.8488 max_force_ha_per_bohr=0.086 e_homo_ha="-0.146 / -0.145"
Fe -0.6832 0.4884 0.9826 0.127
Cl -2.5685 0.4481 2.0532 0.017
Cl 0.5708 2.2974 1.1318 0.048
O 2.5682 -1.0060 0.6277 -0.040
O 0.5416 -0.0178 -1.3750 -0.292
O -0.5546 -2.2204 0.8532 -0.054
N 0.1518 -0.0231 5.2851 -0.198
N -0.0491 -4.1767 -0.2161 -0.192
N 3.3369 0.8491 -0.5067 -0.194
N 0.2876 -0.0786 2.8023 0.091
C 3.5814 1.4580 -1.7930 -0.069
C -2.7491 -1.0689 -1.2525 -0.093
C -4.2389 1.5513 -0.6477 -0.132
C 0.2393 -0.0752 3.9857 -0.246
C 1.1117 -0.7031 6.1433 -0.053
C -1.0376 -4.9324 0.5468 -0.052
C -0.3967 1.6516 -2.8057 -0.190
C 0.6345 3.8354 -2.9743 -0.093
C 0.0431 3.9934 -4.2357 -0.129
C -2.0553 0.2941 -1.1794 -0.266
C 3.8375 1.5202 0.6694 -0.097
C -1.0043 0.6468 5.9367 -0.026
C -0.7737 2.9943 -4.7832 -0.115
C 0.3732 2.6704 -2.2431 -0.074
C -0.6084 0.3088 -2.0363 -0.413
C 0.7761 -4.9317 -1.1444 -0.064
C 0.1595 -2.8708 0.0758 -0.287
C -0.9742 1.8090 -4.0686 -0.062
C 2.8019 -0.3946 -0.4153 -0.380
C -2.8020 1.4511 -1.1041 -0.142
H 4.9268 1.6725 0.5762 0.079
H -1.0047 1.7200 5.6995 0.094
H 4.6528 1.4065 -2.0495 0.078
H 1.3781 -5.6862 -0.6166 0.083
H 1.4454 -4.2367 -1.6746 0.092
H 3.3525 2.5023 0.7537 0.047
H -0.5483 -5.5223 1.3348 0.087
H 3.6104 0.9216 1.5567 0.079
H -1.5595 -5.6130 -0.1245 0.076
H -3.8314 -1.0661 -1.4703 0.064
H 3.2794 2.5129 -1.7750 0.080
H -1.7468 -4.2302 1.0149 0.090
H 0.2035 4.9118 -4.8003 0.082
H -0.7149 -0.4909 -2.8369 0.119
H -1.9428 0.1879 5.5918 0.087
H 1.0296 -2.4323 -0.4567 0.115
H -2.2913 -1.7037 -2.0290 0.068
H 0.1406 -5.4451 -1.8758 0.081
H -1.5984 0.9971 -4.4632 0.109
H 0.7643 2.5480 -1.2182 0.013
H -0.9123 0.5293 7.0201 0.071
H -4.9112 2.0467 -1.3764 0.071
H -1.2534 3.1227 -5.7563 0.086
H 0.8093 -0.5324 7.1871 0.077
H -4.6960 0.5785 -0.4162 0.054
H -2.3742 2.3572 -1.5186 0.100
H 1.2768 4.6060 -2.5340 0.096
H 1.1230 -1.7825 5.9253 0.090
H 2.1255 -0.3029 5.9846 0.091
H 2.6012 -0.8261 -1.4185 0.119
H -4.2482 2.1429 0.2770 0.052
H 3.0072 0.9279 -2.5528 0.085
H -2.6125 -1.5896 -0.2707 0.052